[1]
DFT (ωB97M-V/def2-TZVPD) results for a molecular structure, C39H33N8O2PRhSe.

Computed properties:
spin multiplicity	1
maximum force	0.4	eV Å⁻¹
energy above the lowest of the compared OMol25 structures with the same formula, charge and spin	0.00	kcal per mole
charge	-1
calculated total energy	-134641.5626	eV
gap between HOMO and LUMO	6.72	eV

The geometry in XYZ format:
```
85
Properties=species:S:1:pos:R:3:forces:R:3
Rh 0.24677 1.53164 -0.03315 -0.099 0.110 -0.137
O -0.49535 0.91266 1.74560 -0.030 -0.022 0.045
C 0.23860 0.27877 2.62295 -0.009 -0.052 -0.023
C -0.42484 -0.31495 3.71895 0.019 -0.006 0.007
C 0.25322 -0.97049 4.72069 -0.018 -0.011 0.016
C 1.64329 -1.07952 4.68289 0.014 0.007 -0.013
C 2.31206 -0.52073 3.61479 -0.013 -0.014 0.031
C 1.65416 0.15318 2.57633 0.015 0.031 -0.030
C 2.50803 0.66459 1.51647 -0.022 0.035 0.035
N 2.10547 1.27370 0.47147 -0.052 0.083 -0.082
N 3.02666 1.60664 -0.50169 -0.020 -0.008 0.010
C 2.40859 1.99288 -1.59054 0.039 -0.010 0.037
O 1.14018 2.10851 -1.73726 0.017 0.113 -0.035
C 3.25489 2.30981 -2.77645 -0.009 0.007 0.016
C 2.64135 2.53667 -4.00325 -0.001 -0.002 -0.009
C 3.40746 2.82073 -5.12451 -0.002 -0.001 0.004
C 4.79018 2.88387 -5.02609 0.004 -0.002 -0.003
C 5.40538 2.65860 -3.80081 -0.006 0.001 0.003
C 4.64217 2.37040 -2.68051 0.007 0.005 0.001
H -1.50598 -0.24272 3.74211 -0.007 0.005 0.003
H -0.30317 -1.40741 5.54182 -0.001 0.000 -0.003
H 2.18332 -1.59356 5.46662 0.002 -0.001 -0.003
H 3.39305 -0.59893 3.56020 -0.001 0.001 -0.003
H 3.57809 0.48779 1.59347 0.000 0.013 -0.003
H 1.56286 2.47983 -4.05858 -0.001 0.001 0.000
H 2.92299 2.99158 -6.07800 0.000 0.001 0.000
H 5.38833 3.10674 -5.90148 -0.001 0.000 0.001
H 6.48444 2.70687 -3.71920 0.000 0.001 -0.001
H 5.10444 2.18749 -1.72044 -0.003 0.000 0.001
N -3.06867 1.86096 2.42841 -0.014 -0.127 -0.065
C -4.10299 1.98844 1.59813 0.021 0.007 0.014
N -5.34221 2.17047 2.13812 -0.007 -0.030 0.011
N -4.04235 1.92214 0.28207 0.031 0.104 0.019
C -2.83032 1.81894 -0.21324 -0.053 -0.128 -0.078
N -1.76516 1.72798 -0.64697 0.027 -0.036 0.191
H -3.18221 2.00064 3.41682 -0.002 0.047 0.014
H -2.12291 1.60951 2.10293 0.034 0.012 -0.009
H -5.41881 2.47824 3.09053 0.008 0.019 0.001
H -6.04262 2.49341 1.49400 0.001 0.006 0.000
N 0.36637 -0.36103 -0.68276 0.078 -0.296 0.329
P -0.30468 -1.62796 -1.15431 -0.098 0.093 -0.235
C -2.03713 -2.01626 -0.65595 0.004 0.028 0.056
C -2.47346 -1.41359 0.52174 0.006 0.019 0.019
C -3.73685 -1.68373 1.02874 -0.001 0.005 0.000
C -4.58201 -2.56064 0.36381 0.003 0.009 -0.010
C -4.15577 -3.16945 -0.80901 0.002 0.004 0.004
C -2.89028 -2.90056 -1.31246 0.008 0.005 -0.035
C 0.54574 -3.15001 -0.57526 0.028 0.025 -0.009
C 0.26580 -4.42350 -1.06402 0.004 0.001 0.010
C 0.91242 -5.53330 -0.54127 0.009 -0.002 0.010
C 1.84112 -5.37764 0.48163 -0.002 -0.004 -0.006
C 2.12373 -4.11147 0.97322 -0.014 0.001 -0.003
C 1.47971 -3.00131 0.44174 0.007 0.015 0.012
C -0.31711 -1.83908 -2.97738 0.097 -0.100 -0.002
C -1.35468 -1.36644 -3.77504 -0.039 0.050 0.013
C -1.24310 -1.36937 -5.15932 -0.014 0.007 0.031
C -0.08508 -1.83737 -5.76281 0.024 -0.012 0.001
C 0.96472 -2.29432 -4.97636 -0.004 0.006 -0.020
C 0.84854 -2.29204 -3.59501 -0.055 -0.006 -0.017
H -1.80657 -0.72522 1.03084 -0.012 0.001 -0.026
H -4.06306 -1.20384 1.94440 -0.002 0.010 0.003
H -5.57106 -2.76690 0.75476 0.000 -0.003 0.000
H -4.81096 -3.85315 -1.33547 -0.001 -0.002 0.001
H -2.57434 -3.38013 -2.23137 0.012 0.008 -0.013
H -0.45499 -4.55033 -1.86382 -0.005 -0.002 -0.002
H 0.69354 -6.52083 -0.92951 -0.001 0.001 0.000
H 2.34297 -6.24539 0.89279 0.000 0.000 0.000
H 2.84314 -3.98527 1.77334 0.000 -0.001 -0.002
H 1.68198 -1.99854 0.80122 -0.003 0.001 -0.006
H -2.25252 -0.97237 -3.31286 -0.004 -0.012 0.021
H -2.05904 -0.99520 -5.76579 0.001 0.000 0.001
H 0.00536 -1.83524 -6.84225 -0.001 0.001 0.000
H 1.87902 -2.64335 -5.44053 0.001 -0.002 -0.001
H 1.67644 -2.63181 -2.98351 0.002 -0.005 -0.008
Se 0.10578 3.97720 0.67232 0.144 -0.007 -0.019
C -0.24523 3.93726 2.54301 -0.059 0.045 -0.012
C -1.37724 4.56618 3.06887 0.015 0.036 -0.020
C -1.62315 4.52069 4.43085 -0.001 0.028 -0.034
N -0.84813 3.88876 5.31344 -0.034 -0.019 0.015
C 0.24117 3.30322 4.81189 0.041 -0.030 -0.007
C 0.58860 3.31668 3.47106 -0.005 -0.001 -0.011
H -2.06378 5.07925 2.40650 -0.012 -0.016 0.004
H -2.50188 5.01584 4.83747 0.000 0.005 0.004
H 0.87624 2.78680 5.52549 0.004 0.003 -0.004
H 1.50131 2.83939 3.14374 0.011 -0.046 0.002
```
Positions in Å, forces in eV/Å.

[2]
DFT (ωB97M-V/def2-TZVPD) results for a molecular structure, C20H38CuF6N2O12S3 in a non-equilibrium geometry.

Computed properties:
spin multiplicity	3
maximum force	6.1	eV Å⁻¹
charge	-1
calculated total energy	-142352.6279	eV
gap between HOMO and LUMO (spin up / spin down)	8.15 / 5.32	eV

The geometry in XYZ format:
```
82
Properties=species:S:1:pos:R:3:forces:R:3
Cu -0.22627 -0.81093 -0.18454 -1.309 -1.136 1.305
C -3.12663 -0.65459 -3.87819 0.682 0.021 3.088
F -2.90623 -1.96057 -4.09653 -0.216 0.921 -0.535
F -2.08733 0.08136 -4.34614 -1.170 -0.557 -0.536
F -4.31601 -0.28098 -4.33304 0.812 -0.064 -0.666
S -3.15938 -0.38271 -1.95503 -3.317 -0.617 2.442
O -4.19836 -1.31317 -1.41886 2.440 1.733 -1.917
O -1.78800 -0.68960 -1.51072 0.784 -0.365 -0.619
O -3.50215 1.03000 -1.69482 0.750 -1.022 -1.072
C 1.44932 -0.07923 4.24680 -1.742 -0.580 -0.758
F 2.23920 -0.42079 5.26080 0.141 0.120 -0.455
F 0.25042 0.27972 4.75342 0.175 0.179 0.407
F 1.91166 1.02935 3.63286 0.474 -0.725 0.122
S 0.95965 -1.55535 3.06460 0.094 -3.083 1.552
O -0.00506 -2.38360 3.77364 0.598 1.907 0.079
O 0.39619 -0.84432 1.93965 -0.767 1.871 -2.180
O 2.14367 -2.31161 2.74678 0.925 0.931 -0.126
S -1.43120 -3.63509 0.50077 -4.320 -2.527 0.585
O -1.79817 -4.69502 -0.43541 0.582 0.374 -0.223
O -0.27832 -2.90223 0.13932 4.523 3.451 -2.148
O -2.57416 -2.69346 0.52860 -0.579 0.296 0.419
O -1.30148 -4.17354 1.83126 -0.007 -0.395 0.950
C -2.68507 0.06937 2.82945 -0.339 -0.011 -0.210
C -2.79267 1.53104 2.44364 2.122 0.629 -2.618
C -2.64303 2.39944 3.64078 1.554 2.044 0.882
C -2.30486 3.92525 3.35892 0.446 -1.513 -0.391
C -0.91830 3.97670 2.67868 -0.912 -0.150 -0.038
C -0.90137 3.16914 1.36251 -0.591 0.450 -2.336
N -1.55660 1.82252 1.52117 1.166 1.230 2.769
O -1.52624 1.10420 0.34849 0.463 -0.206 0.282
C -1.55069 4.00183 0.12725 -0.455 -0.949 0.729
C 0.56219 3.04415 0.89378 0.301 -0.331 1.467
C -4.04420 1.85170 1.72147 -1.988 -0.838 -0.485
H -2.60471 -0.65340 2.01751 -0.032 0.392 -0.382
H -3.64912 -0.15183 3.28746 0.247 -0.378 0.673
H -1.79444 -0.07556 3.44091 -0.442 -0.119 0.338
H -3.47874 2.38399 4.34039 -0.166 -0.491 -0.226
H -1.75060 2.01925 4.13790 -0.061 -0.028 0.526
H -2.25764 4.45512 4.31029 -0.196 0.062 -0.027
H -3.07588 4.35251 2.71776 -0.007 0.231 0.040
H -0.16717 3.64241 3.39434 0.032 -0.680 -0.064
H -0.57983 4.99585 2.49196 -0.307 0.190 -0.405
H -1.33785 5.06496 0.23931 -0.351 -0.006 -0.011
H -1.22025 3.69304 -0.86450 0.948 -0.128 0.162
H -2.59911 3.75157 -0.03489 -0.517 0.688 0.747
H 0.99311 2.32450 1.58985 0.439 -0.487 -0.483
H 0.75478 2.85998 -0.16314 -0.332 -0.529 0.164
H 1.11060 3.95806 1.12210 -0.223 0.378 -0.021
H -4.25808 1.14892 0.91620 0.243 -0.041 -0.217
H -4.23176 2.84752 1.31990 0.532 0.169 0.254
H -4.83221 1.64495 2.44563 -0.408 0.167 0.026
H -2.09402 1.60220 -0.24414 -0.503 -0.462 -1.149
C 3.16065 -0.06000 0.05199 0.457 0.508 -1.328
C 3.26703 -0.83783 -1.30848 -0.384 0.863 0.834
C 3.90796 -2.16701 -0.84406 -0.368 -0.535 -1.790
C 3.80874 -3.24669 -1.96497 1.117 0.246 0.694
C 2.44873 -3.30944 -2.58821 -0.382 -0.509 0.464
C 1.71137 -2.00856 -2.91791 -1.935 -2.214 -1.307
N 1.85100 -1.05718 -1.80750 2.070 -4.111 1.500
O 1.15465 0.06806 -1.96855 -0.755 2.287 -0.726
C 2.30222 -1.54911 -4.30702 0.199 0.708 1.442
C 0.14939 -2.51430 -3.11018 0.637 1.536 0.219
C 4.21539 -0.11295 -2.34878 0.268 -0.362 0.991
H 2.71679 0.93490 0.01657 -0.608 -0.131 -0.315
H 2.66046 -0.70341 0.77582 0.231 0.261 0.151
H 4.18535 0.20620 0.31130 0.140 -0.540 0.524
H 4.93891 -1.89001 -0.62382 0.084 -0.345 0.155
H 3.43100 -2.55158 0.05745 -0.106 0.211 0.009
H 4.60733 -3.18644 -2.70438 0.109 0.630 -0.185
H 3.97396 -4.24978 -1.57175 0.139 0.039 0.426
H 1.87079 -3.92686 -1.90056 -0.488 0.212 -0.070
H 2.55571 -3.88095 -3.51018 -0.341 -0.046 -0.122
H 1.88755 -2.01072 -5.20316 -0.335 0.079 0.343
H 3.37146 -1.75782 -4.27122 -0.091 -0.141 -0.303
H 2.24595 -0.46092 -4.33475 -0.203 0.163 -0.670
H -0.55592 -1.68551 -3.17138 0.492 0.362 -0.554
H -0.33749 -3.04153 -2.28977 0.960 -0.399 0.359
H 0.01428 -3.12219 -4.00478 0.425 0.047 -0.067
H 4.54000 -0.76180 -3.16225 -0.549 0.238 -0.158
H 3.90403 0.88253 -2.66529 -0.539 -0.182 -0.385
H 5.17765 0.12001 -1.89285 -0.019 -0.097 0.661
H 1.61726 0.48815 -2.69732 -0.436 1.205 -0.501
```
Positions in Å, forces in eV/Å.

[3]
DFT (ωB97M-V/def2-TZVPD) results for a molecular structure, C26H65O17P4V in a non-equilibrium geometry.

Computed properties:
spin multiplicity	4
maximum force	5.2	eV Å⁻¹
charge	+1
calculated total energy	-125668.9624	eV
gap between HOMO and LUMO (spin up / spin down)	6.83 / 6.91	eV

The geometry in XYZ format:
```
113
Properties=species:S:1:pos:R:3:forces:R:3
V 21.13909 2.88550 -20.50172 0.348 4.977 1.454
C 22.69879 6.34576 -18.05180 -0.353 1.172 -0.037
C 21.82481 5.14543 -17.79931 0.170 -0.138 0.675
O 21.60153 4.35382 -18.90520 -0.457 -2.322 -2.201
H 22.85041 6.87079 -17.10348 0.361 -0.282 0.144
H 22.21530 7.13808 -18.63451 0.019 -0.321 -0.538
H 23.65789 6.07313 -18.49080 -0.005 0.027 0.025
H 20.88015 5.47294 -17.34066 -0.156 0.119 -0.126
H 22.35816 4.66709 -16.96280 -0.182 -0.759 -0.155
C 16.99061 1.27002 -18.75542 -0.131 1.408 -0.802
C 17.82156 2.11677 -19.71652 1.855 -2.378 1.386
O 17.11107 3.19686 -20.22913 0.391 1.175 -0.595
P 17.92532 4.41891 -20.89363 -0.624 -0.118 -0.043
O 19.39122 4.12670 -20.93901 0.345 -0.882 -0.041
O 17.54043 5.72151 -20.07086 -0.023 -1.353 -1.076
C 18.41030 6.12064 -18.97597 2.178 2.069 -1.243
C 18.71381 7.62690 -19.11541 -1.034 0.072 0.214
O 17.29724 4.59048 -22.33956 0.450 0.816 1.597
C 17.31788 3.53361 -23.31747 0.016 -0.477 -1.156
C 18.52276 3.68902 -24.27859 -0.574 1.190 1.829
H 17.49600 0.32357 -18.58612 -0.322 -0.164 -0.118
H 16.88923 1.80417 -17.81220 -0.310 -0.126 0.012
H 16.05025 1.23580 -19.30837 -0.327 -0.810 0.694
H 18.73826 2.36199 -19.15603 -0.136 0.868 -0.051
H 18.21040 1.40390 -20.46019 -0.483 0.445 -0.690
H 18.03638 5.85485 -17.99419 -0.216 -0.308 -0.207
H 19.43246 5.82089 -19.22137 -0.276 -1.494 0.666
H 19.27532 7.89289 -20.01193 -0.053 -0.486 -0.183
H 17.79028 8.20671 -19.15147 0.126 0.211 0.355
H 19.36416 7.90974 -18.28700 -0.296 0.132 0.194
H 17.33201 2.56804 -22.81084 -0.168 -0.025 -0.017
H 16.37948 3.66924 -23.85066 -0.040 -0.252 0.061
H 19.38022 3.53711 -23.62048 0.437 -0.333 -0.624
H 18.50305 3.11687 -25.19916 -0.059 -0.304 0.235
H 18.54165 4.75723 -24.50367 0.110 -0.064 -0.394
C 20.55372 6.63127 -9.23132 1.335 0.088 -0.182
C 21.44430 5.41901 -9.00664 -0.459 0.864 1.847
O 21.01577 4.28915 -9.75624 0.736 -0.295 -0.941
P 21.96613 3.76336 -10.93101 0.825 -1.352 -0.238
O 23.41248 3.65451 -10.61649 -1.180 0.837 -0.149
O 21.38437 2.30691 -11.27289 -0.385 1.459 -0.330
C 21.56291 1.15715 -10.41856 -0.617 1.136 0.075
C 21.00789 0.00997 -11.24051 1.107 -0.904 0.813
O 21.54944 4.64801 -12.21055 -0.581 -0.769 1.276
C 21.31963 4.07562 -13.52465 0.964 0.837 0.129
C 20.37886 4.96777 -14.30324 -0.066 -0.533 -0.203
H 21.04068 7.44625 -8.68934 -0.138 0.081 0.070
H 20.67515 6.88052 -10.28671 -0.802 0.169 -0.045
H 19.54466 6.53941 -8.84068 -0.117 -0.198 -0.453
H 22.49007 5.70926 -9.12038 0.027 -0.404 -0.683
H 21.37817 5.15803 -7.94622 -0.076 -0.347 -0.094
H 22.60635 1.15786 -10.09906 0.096 -0.657 -0.393
H 20.99910 1.36780 -9.50510 -0.252 -0.301 -0.084
H 20.09069 0.25072 -11.76919 0.034 0.237 0.102
H 21.77891 -0.34247 -11.92716 -0.176 0.192 -0.314
H 20.83189 -0.84842 -10.58754 -0.202 0.047 0.028
H 22.32356 4.18970 -13.93934 -0.164 -0.712 -0.619
H 20.99678 3.04085 -13.44389 0.057 0.044 -0.024
H 19.35585 4.94251 -13.92810 0.136 0.357 0.374
H 20.81727 5.96261 -14.35926 -0.378 0.153 0.107
H 20.29080 4.58550 -15.32279 0.261 -0.040 -0.049
C 26.26434 14.25112 -15.69150 1.156 0.162 -0.156
C 27.81287 14.02781 -15.64935 -0.829 1.438 0.157
O 28.21413 12.70169 -16.01888 -0.347 0.626 0.610
P 27.78203 11.52951 -15.03881 -0.030 -1.525 -0.472
O 26.83296 11.81000 -13.94157 1.125 0.104 -0.458
O 27.21056 10.51043 -16.13317 0.979 0.611 0.163
C 26.99998 9.11610 -15.86716 -0.575 0.689 0.671
C 25.46156 8.94510 -15.89186 1.276 -0.492 -0.048
O 29.20533 10.85221 -14.68690 -1.162 -0.090 0.249
C 30.11031 11.46518 -13.74398 0.143 0.301 -0.948
C 31.50884 11.32175 -14.33282 0.671 0.686 0.165
H 25.72121 13.73254 -14.90906 0.180 -0.157 0.048
H 26.06788 15.31982 -15.59308 0.055 0.026 0.017
H 25.89069 13.94304 -16.66823 0.002 -0.073 0.001
H 28.30996 14.75925 -16.29056 -0.200 -0.576 -0.848
H 28.28193 14.36385 -14.71905 -0.477 -0.716 0.555
H 27.49710 8.55226 -16.65797 -0.340 0.075 -0.259
H 27.55803 8.83701 -14.97060 -0.528 -0.038 0.319
H 25.26524 7.88304 -15.73480 -0.419 -0.007 -0.529
H 24.86306 9.50091 -15.17280 0.610 0.196 0.338
H 25.22372 9.35865 -16.87171 -0.542 -0.592 -0.144
H 29.81527 12.51284 -13.65486 0.285 0.106 0.149
H 30.01424 11.02406 -12.75332 -0.075 -0.310 -0.148
H 32.25451 11.53856 -13.56426 -0.020 -0.359 0.151
H 31.72536 10.36746 -14.81025 -0.311 -0.292 0.471
H 31.76865 12.04696 -15.10770 -0.639 0.193 -0.060
C 24.26008 5.26535 -26.28922 -0.855 -0.903 0.700
C 22.86112 5.29864 -25.69800 -1.165 0.270 -0.929
O 22.81745 4.59997 -24.44227 -0.485 -0.751 1.223
P 22.26882 5.24930 -23.09853 2.577 0.786 -2.118
O 22.20342 4.30608 -21.95527 -0.744 -0.782 0.183
O 21.00316 5.97746 -23.65718 -0.517 -0.295 0.570
C 20.29188 6.98326 -22.89973 -0.990 0.522 -0.333
C 19.58185 7.92427 -23.90055 1.501 -0.491 -0.419
O 23.36022 6.41341 -22.93807 -1.889 -0.573 -0.023
C 24.31166 6.55952 -21.89553 1.046 -0.177 0.372
C 25.59159 5.84454 -22.28404 1.049 -0.067 -0.861
H 24.90584 5.68908 -25.52273 0.395 0.275 -0.491
H 24.52088 4.21474 -26.42708 0.206 0.022 0.075
H 24.28853 5.71364 -27.27890 0.131 0.443 0.225
H 22.42087 6.29553 -25.62526 0.597 0.247 0.489
H 22.08868 4.81690 -26.30453 0.443 -0.389 -0.287
H 19.51135 6.49999 -22.31229 0.335 -0.198 0.267
H 21.03001 7.46190 -22.25680 -0.255 0.354 0.020
H 18.74553 7.44467 -24.40574 -0.268 0.017 0.443
H 19.34025 8.90248 -23.49372 -0.258 -0.182 0.231
H 20.29803 8.09507 -24.70918 0.058 0.248 0.045
H 24.47791 7.63664 -21.86809 -0.036 -0.112 0.572
H 23.90105 6.13077 -20.97957 0.025 0.422 0.130
H 26.50914 5.99776 -21.71047 -0.630 0.099 0.985
H 25.45944 4.76733 -22.39382 -0.145 0.024 0.041
H 26.00140 6.22505 -23.22606 -0.681 -0.064 -0.369
```
Positions in Å, forces in eV/Å.